{"formula": "C7H10", "method": "ωB97M-V/def2-TZVPD", "symbols": ["C", "C", "C", "C", "C", "C", "C", "H", "H", "H", "H", "H", "H", "H", "H", "H", "H"], "positions_angstrom": [[-1.692, -0.386, 0.411], [-0.358, -0.941, -0.135], [-1.973, 0.143, -0.934], [0.681, -0.148, -0.922], [0.826, 1.282, -0.403], [1.165, 0.716, 1.006], [1.015, -0.693, 0.442], [-2.279, -1.221, 0.812], [-1.537, 0.373, 1.184], [-0.457, -1.954, -0.518], [-2.317, -0.733, -1.527], [0.993, -0.498, -1.901], [-0.066, 1.905, -0.502], [1.684, 1.790, -0.853], [2.192, 0.934, 1.311], [0.494, 0.983, 1.829], [1.631, -1.551, 0.700]], "total_energy_ha": -272.51442, "e_lumo_ev": 0.7}

***

{"formula": "C7H10", "method": "ωB97M-V/def2-TZVPD", "symbols": ["C", "C", "C", "C", "C", "C", "C", "H", "H", "H", "H", "H", "H", "H", "H", "H", "H"], "positions_angstrom": [[0.989, 1.475, 0.771], [0.935, 0.386, -0.268], [0.319, -0.987, -0.041], [-0.280, -1.394, 1.293], [-0.318, 0.000, -0.989], [-1.691, 0.647, -0.630], [-1.953, 0.587, -1.854], [1.824, 1.305, 1.458], [1.145, 2.448, 0.290], [0.061, 1.536, 1.344], [1.795, 0.370, -0.934], [0.832, -1.804, -0.546], [-0.939, -2.264, 1.183], [0.514, -1.677, 1.998], [-0.868, -0.593, 1.749], [-0.123, -0.135, -2.054], [-2.245, 0.102, -2.770]], "total_energy_ha": -272.52823, "e_lumo_ev": 1.0}

***

{"formula": "C7H10", "method": "ωB97M-V/def2-TZVPD", "symbols": ["C", "C", "C", "C", "C", "C", "C", "H", "H", "H", "H", "H", "H", "H", "H", "H", "H"], "positions_angstrom": [[1.064, -1.677, -0.299], [0.954, -0.466, 0.610], [-0.314, 0.083, 1.196], [-1.518, -0.145, 0.337], [-1.486, 0.586, -0.778], [-0.304, 1.516, -0.801], [0.576, 0.984, 0.334], [2.106, -1.758, -0.619], [0.809, -2.618, 0.215], [0.433, -1.627, -1.188], [1.762, -0.446, 1.343], [-0.422, 0.122, 2.280], [-2.271, -0.890, 0.568], [-2.152, 0.493, -1.630], [0.115, 1.597, -1.811], [-0.612, 2.542, -0.532], [1.261, 1.704, 0.773]], "total_energy_ha": -272.66690, "e_lumo_ev": 1.2}

***

{"formula": "C7H10", "method": "ωB97M-V/def2-TZVPD", "symbols": ["C", "C", "C", "C", "C", "C", "C", "H", "H", "H", "H", "H", "H", "H", "H", "H", "H"], "positions_angstrom": [[-1.581, 1.727, 0.547], [-1.625, 0.549, -0.090], [-0.611, -0.547, 0.109], [-0.883, -1.783, 0.561], [0.775, 0.012, -0.034], [1.563, 0.128, 1.024], [1.309, -0.063, -1.447], [-2.101, 2.639, 0.284], [-0.705, 1.783, 1.197], [-2.332, 0.416, -0.909], [-1.857, -1.870, 1.039], [-0.340, -2.674, 0.285], [1.335, -0.331, 1.969], [2.579, 0.498, 0.872], [1.443, -1.139, -1.615], [2.311, 0.353, -1.503], [0.717, 0.303, -2.289]], "total_energy_ha": -272.61350, "e_lumo_ev": 1.0}

***

{"formula": "C7H10", "method": "ωB97M-V/def2-TZVPD", "symbols": ["C", "C", "C", "C", "C", "C", "C", "H", "H", "H", "H", "H", "H", "H", "H", "H", "H"], "positions_angstrom": [[-0.931, 2.512, 0.354], [-0.614, 1.727, -0.502], [-0.126, 0.717, -1.449], [0.920, -0.040, -0.669], [1.017, -1.502, -0.405], [0.576, -0.500, 0.707], [-0.805, -0.826, 1.262], [-1.239, 3.249, 1.059], [-0.942, 0.064, -1.779], [0.300, 1.202, -2.335], [1.905, 0.422, -0.684], [1.981, -2.005, -0.503], [0.199, -2.123, -0.788], [1.195, -0.014, 1.470], [-0.627, -1.689, 1.910], [-1.304, -0.062, 1.871], [-1.506, -1.133, 0.481]], "total_energy_ha": -272.60503, "e_lumo_ev": 1.1}

***

{"formula": "C7H10", "method": "ωB97M-V/def2-TZVPD", "symbols": ["C", "C", "C", "C", "C", "C", "C", "H", "H", "H", "H", "H", "H", "H", "H", "H", "H"], "positions_angstrom": [[2.087, -0.074, 0.132], [0.586, 0.007, 0.046], [-0.309, -0.943, 0.855], [-1.687, -0.637, 0.241], [-1.389, 0.676, -0.490], [-0.105, 1.330, -0.056], [-0.107, 0.451, -1.224], [2.554, 0.642, -0.554], [2.431, 0.155, 1.148], [2.447, -1.076, -0.125], [-0.269, -0.684, 1.922], [-0.023, -1.995, 0.752], [-2.524, -0.623, 0.945], [-1.905, -1.385, -0.530], [-2.178, 1.299, -0.904], [0.214, 2.351, 0.107], [0.177, 0.505, -2.264]], "total_energy_ha": -272.64953, "e_lumo_ev": 1.2}

***

{"formula": "C7H10", "method": "ωB97M-V/def2-TZVPD", "symbols": ["C", "C", "C", "C", "C", "C", "C", "H", "H", "H", "H", "H", "H", "H", "H", "H", "H"], "positions_angstrom": [[2.026, 0.152, 1.879], [1.906, 0.143, 0.680], [1.437, -0.009, -0.711], [0.180, -0.859, -0.517], [-1.220, -0.933, -1.083], [-0.971, -0.292, 0.255], [-1.195, 1.210, 0.259], [2.125, 0.168, 2.942], [1.265, 0.976, -1.157], [2.190, -0.514, -1.327], [0.484, -1.844, -0.171], [-1.623, -1.942, -1.132], [-1.618, -0.268, -1.845], [-1.196, -0.793, 1.193], [-2.263, 1.426, 0.137], [-0.845, 1.686, 1.179], [-0.681, 1.691, -0.581]], "total_energy_ha": -272.61024, "e_lumo_ev": 1.1}

***

{"formula": "C7H10", "method": "ωB97M-V/def2-TZVPD", "symbols": ["C", "C", "C", "C", "C", "C", "C", "H", "H", "H", "H", "H", "H", "H", "H", "H", "H"], "positions_angstrom": [[1.043, 0.264, -2.142], [0.639, 0.971, -3.112], [-0.386, -0.041, 0.203], [-1.301, -0.545, 1.065], [1.323, -0.371, -1.067], [-2.518, 0.008, 1.803], [2.170, -1.395, -0.397], [-0.006, 0.466, -3.850], [0.822, 2.020, -3.081], [-0.347, 0.997, -0.070], [-1.105, -1.610, 1.289], [-3.203, -0.732, 1.423], [-2.730, 1.058, 1.536], [-2.293, 0.017, 2.907], [1.813, -1.551, 0.665], [3.274, -1.165, -0.395], [2.246, -2.369, -0.933]], "total_energy_ha": -272.50337, "e_lumo_ev": 0.4}

***

{"formula": "C7H10", "method": "ωB97M-V/def2-TZVPD", "symbols": ["C", "C", "C", "C", "C", "C", "C", "H", "H", "H", "H", "H", "H", "H", "H", "H", "H"], "positions_angstrom": [[2.082, -0.328, -0.222], [0.539, -0.510, -0.297], [-0.304, -0.262, 1.013], [-1.603, -0.788, 0.417], [-1.736, -0.175, -0.805], [-0.523, 0.616, -0.848], [-0.341, 1.289, 0.498], [2.375, -0.936, 0.646], [2.083, 0.744, 0.076], [2.829, -0.600, -1.121], [0.211, -1.485, -0.711], [0.066, -0.353, 2.007], [-2.161, -1.671, 0.974], [-2.528, -0.515, -1.498], [-0.350, 1.137, -1.671], [0.590, 1.920, 0.505], [-1.230, 1.919, 1.037]], "total_energy_ha": -272.57567, "e_lumo_ev": 1.2}

***

{"formula": "C7H10", "method": "ωB97M-V/def2-TZVPD", "symbols": ["C", "C", "C", "C", "C", "C", "C", "H", "H", "H", "H", "H", "H", "H", "H", "H", "H"], "positions_angstrom": [[-0.526, -2.376, 1.988], [0.054, -1.620, 1.252], [0.746, -0.753, 0.368], [1.462, 0.307, 0.874], [0.256, -0.685, -1.006], [-1.006, 0.479, -1.086], [-0.585, 1.774, -0.522], [-1.030, -3.042, 2.632], [1.799, 0.282, 1.900], [2.178, 0.798, 0.228], [-0.165, -1.620, -1.372], [1.015, -0.299, -1.685], [-1.224, 0.524, -2.151], [-1.824, 0.023, -0.530], [0.045, 2.358, -1.189], [-1.402, 2.366, -0.120], [0.206, 1.484, 0.419]], "total_energy_ha": -272.58722, "e_lumo_ev": 0.7}

***

{"formula": "C7H10", "method": "ωB97M-V/def2-TZVPD", "symbols": ["C", "C", "C", "C", "C", "C", "C", "H", "H", "H", "H", "H", "H", "H", "H", "H", "H"], "positions_angstrom": [[2.212, 0.358, 0.116], [1.210, -0.613, 0.739], [-0.161, -0.021, 0.750], [-0.375, 1.305, 0.521], [-1.228, 1.355, -0.526], [-1.627, -0.053, -0.979], [-1.384, -0.819, 0.379], [1.915, 0.601, -0.910], [3.220, -0.064, 0.091], [2.221, 1.301, 0.671], [1.160, -1.548, 0.164], [1.514, -0.905, 1.754], [-1.634, 2.250, -0.990], [-2.644, -0.118, -1.376], [-0.955, -0.482, -1.735], [-1.207, -1.896, 0.288], [-2.237, -0.651, 1.044]], "total_energy_ha": -272.57884, "e_lumo_ev": [0.0, 0.0]}

***

{"formula": "C7H10", "method": "ωB97M-V/def2-TZVPD", "symbols": ["C", "C", "C", "C", "C", "C", "C", "H", "H", "H", "H", "H", "H", "H", "H", "H", "H"], "positions_angstrom": [[2.112, 0.119, 2.268], [1.766, 0.285, 1.127], [1.331, 0.464, -0.265], [0.388, -0.637, -0.719], [-0.690, -0.354, -1.727], [-1.057, -0.648, -0.299], [-1.642, 0.422, 0.593], [2.425, -0.021, 3.279], [0.849, 1.443, -0.362], [2.213, 0.492, -0.918], [0.866, -1.611, -0.778], [-0.909, -1.100, -2.485], [-0.796, 0.676, -2.062], [-1.464, -1.641, -0.118], [-2.733, 0.446, 0.503], [-1.384, 0.246, 1.643], [-1.275, 1.417, 0.321]], "total_energy_ha": -272.62778, "e_lumo_ev": 1.1}